1.
The following is a DFT calculation (ωB97M-V/def2-TZVPD) of a 2-piece molecular cluster, C3H8NO2S overall.

```
15
Properties=species:S:1:pos:R:3
O -1.601 -1.340 -0.593
C -0.539 -1.184 -1.147
C 0.750 -0.925 -0.448
C 1.246 0.486 -0.768
S 0.346 1.992 -0.310
N 0.867 -1.431 0.937
H -0.538 -1.447 -2.223
H 1.486 -1.578 -0.937
H 2.264 0.572 -0.359
H 1.548 0.535 -1.827
H -0.063 -1.340 1.372
H 1.431 -0.730 1.431
H -1.022 0.917 1.725
H -2.138 -0.057 1.592
O -1.346 0.085 2.111
```

Output
Highest occupied orbital energy, eV: -2.85
DFT total energy, a.u.: -722.55343
Molar mass, g mol⁻¹: 122.2
Charge: -1

---

2.
The following is a DFT calculation (ωB97M-V/def2-TZVPD) of C21H17BaCl3GeN7OS2Se as an isolated structure.

```
54
Properties=species:S:1:pos:R:3
Ba -0.129 0.240 0.722
S 1.317 7.955 3.303
N 0.214 7.403 2.267
C 0.288 6.081 2.305
C -0.534 5.172 1.529
C -1.529 5.606 0.648
C -2.275 4.669 -0.029
C -2.000 3.322 0.194
N -1.051 2.889 1.015
C -0.324 3.801 1.688
C 0.711 3.296 2.617
N 0.875 1.959 2.696
C 1.783 1.480 3.539
C 2.575 2.288 4.353
C 2.426 3.651 4.265
C 1.482 4.174 3.378
C 1.259 5.598 3.207
N 1.911 6.559 3.843
H -1.694 6.668 0.521
H -3.062 4.956 -0.711
H -2.576 2.561 -0.323
H 1.892 0.400 3.581
H 3.289 1.838 5.026
H 3.020 4.330 4.863
Se -3.030 -2.695 -0.887
N -3.047 -2.576 -2.642
C -2.401 -1.471 -2.966
C -2.187 -0.965 -4.286
C -1.465 0.175 -4.405
C -0.934 0.830 -3.248
N -1.111 0.425 -2.018
C -1.861 -0.714 -1.875
N -2.090 -1.205 -0.662
H -2.592 -1.481 -5.146
H -1.272 0.606 -5.377
H -0.340 1.727 -3.380
O 0.891 -3.932 0.017
S 1.649 -4.908 -0.935
C 0.810 -6.507 -0.720
C 0.155 -6.856 -2.055
C -0.298 -5.533 -2.668
C 0.906 -4.609 -2.556
H 0.080 -6.312 0.067
H 1.538 -7.233 -0.366
H -0.673 -7.547 -1.900
H 0.873 -7.351 -2.710
H -1.143 -5.126 -2.111
H -0.607 -5.642 -3.707
H 0.706 -3.540 -2.618
H 1.687 -4.864 -3.276
Cl 2.572 -1.308 0.428
Ge 1.970 -3.115 1.652
Cl 0.046 -2.349 2.483
Cl 3.303 -2.818 3.369
```

Output
Highest occupied orbital energy (alpha / beta), eV: -13.45 / -13.67
DFT total energy, a.u.: -7949.50982
⟨S²⟩: 0.755
Molar mass, g mol⁻¹: 842.8
Charge: +2
Spin multiplicity: 2

---

3.
The following is a DFT calculation (ωB97M-V/def2-TZVPD) of a 2-piece molecular cluster, C4H8O2 overall.

```
14
Properties=species:S:1:pos:R:3
C 1.845 0.593 -2.463
C 1.335 1.049 -1.314
C 0.701 0.263 -0.277
C 0.234 0.841 0.850
O -0.456 0.165 1.796
H 2.461 1.267 -3.050
H 1.862 -0.424 -2.830
H 1.514 2.098 -1.107
H 0.416 -0.781 -0.358
H 0.490 1.854 1.130
H -0.860 -0.621 1.393
H -2.669 -2.316 0.094
H -2.385 -2.692 1.573
O -2.689 -1.984 1.007
```

Output
Highest occupied orbital energy, eV: -8.04
DFT total energy, a.u.: -307.63868
Molar mass, g mol⁻¹: 88.1
SMILES: C=C/C=C/O.O

---

4.
The following is a DFT calculation (ωB97M-V/def2-TZVPD) of C17H17BrIn as an isolated structure.

```
36
Properties=species:S:1:pos:R:3
C -2.148 -0.510 -0.892
C -2.006 -1.013 0.427
C -2.058 0.089 1.321
H -1.838 -2.056 0.695
C -2.179 1.282 0.560
C -2.252 0.905 -0.816
H -2.419 1.583 -1.650
H -2.191 -1.113 -1.799
H -1.970 0.046 2.404
H -2.272 2.288 0.970
In 0.420 0.511 -0.017
Br 1.171 -0.612 -2.107
C 2.623 1.016 -4.958
C 1.514 1.814 -5.394
C 0.512 0.929 -5.922
H 1.452 2.890 -5.353
C 1.005 -0.414 -5.810
C 2.311 -0.361 -5.217
H 2.944 -1.207 -5.003
H 3.540 1.382 -4.524
H -0.436 1.222 -6.346
H 0.494 -1.309 -6.130
C 0.773 -1.076 1.714
C 0.432 -0.697 3.093
C -0.207 -1.633 3.950
C -0.467 -1.306 5.271
C -0.154 -0.027 5.762
C 0.418 0.924 4.904
C 0.695 0.610 3.581
H 1.831 -0.917 1.433
H 0.371 -2.042 1.404
H -0.443 -2.628 3.540
H -0.911 -2.063 5.930
H -0.356 0.221 6.802
H 0.665 1.925 5.281
H 1.137 1.349 2.892
```

Output
Highest occupied orbital energy (alpha / beta), eV: -2.57 / -2.57
DFT total energy, a.u.: -3422.05022
Molar mass, g mol⁻¹: 416.0
Charge: -1

---

Question: What is the molar mass in the second record?
Answer: 842.8 g mol⁻¹